No. 1
A 4-piece molecular cluster, C4H16O3 overall in a non-equilibrium geometry, computed with wB97M-V/def2-TZVPD.

Positions of all 23 atoms, in Å:
C: -1.3391 -0.7142 0.0564
C: 0.0313 -0.0646 -0.1506
C: 0.1967 0.2667 -1.6977
C: 1.2095 -1.0677 0.1881
H: -1.2895 -1.6539 -0.5938
H: -2.2161 -0.1029 -0.1689
H: -1.1957 -0.8659 1.1656
H: 0.2437 0.7871 0.3992
H: 0.8181 1.0137 -2.0380
H: 0.4528 -0.6580 -2.2851
H: -0.7230 0.6091 -2.2126
H: 1.1376 -1.5190 1.2104
H: 2.1354 -0.6045 -0.0385
H: 1.1255 -1.9960 -0.4123
O: -2.3650 -4.1567 -0.2153
H: -2.3868 -4.7243 0.5409
H: -3.2502 -3.6477 -0.0741
O: 2.1466 2.5713 2.1178
H: 2.5647 2.5719 2.9735
H: 1.9663 3.5382 2.1866
O: 0.2492 3.8671 -0.4299
H: 0.8758 3.3994 -0.0415
H: -0.3879 3.1510 -0.4803

- Lowest unoccupied orbital energy: 0.61 eV
- E: -10548.5444 eV
- SMILES string: CC(C)C.O.O.O
- 2S+1: 1
- Energy above the lowest of the compared OMol25 structures with the same formula, charge and spin: 44.5 kcal/mol

No. 2
A 2-piece molecular cluster, C25H39F3N2O overall in a non-equilibrium geometry, computed with wB97M-V/def2-TZVPD.

Positions of all 70 atoms, in Å:
C: -3.4093 0.2834 -3.3274
C: -2.6218 0.6371 -2.0600
C: -2.3387 2.1412 -2.0693
C: -3.4646 0.3003 -0.8232
C: -1.3075 -0.1643 -2.0032
C: -0.0904 0.4499 -1.8753
C: 1.1407 -0.2742 -1.7607
C: 2.3205 0.4401 -1.5250
C: 3.6317 -0.1514 -1.7222
F: 4.6263 0.7947 -1.7774
F: 4.0108 -1.0531 -0.7205
F: 3.7535 -0.8891 -2.8975
C: 1.0828 -1.7004 -1.9448
C: -0.0913 -2.3936 -2.0276
C: -0.1318 -3.9327 -2.0788
C: -0.8658 -4.4633 -0.8401
C: 1.2759 -4.5302 -2.0902
C: -0.8652 -4.4114 -3.3379
C: -1.3605 -1.6393 -2.0222
O: -2.4653 -2.2418 -2.0279
H: -3.6389 -0.7853 -3.3428
H: -4.3444 0.8547 -3.3587
H: -2.8147 0.5292 -4.2145
H: -1.7971 2.4403 -1.1624
H: -1.7464 2.4151 -2.9523
H: -3.2813 2.7042 -2.1000
H: -2.8968 0.5376 0.0845
H: -4.3940 0.8821 -0.8266
H: -3.6991 -0.7684 -0.8158
H: 0.0183 1.5351 -1.8768
H: 2.2947 1.5098 -1.3670
H: 2.0460 -2.2094 -2.0014
H: -1.8912 -4.0821 -0.8302
H: -0.8791 -5.5588 -0.8611
H: -0.3528 -4.1271 0.0689
H: 1.8338 -4.2105 -2.9779
H: 1.8312 -4.2505 -1.1874
H: 1.2021 -5.6256 -2.1120
H: -0.3486 -4.0508 -4.2349
H: -0.8851 -5.5071 -3.3537
H: -1.8896 -4.0290 -3.3393
C: 2.7832 -1.0788 3.4058
C: 2.1752 -0.9434 1.9979
N: 1.6600 0.4184 1.9316
C: 1.5067 0.9516 3.2488
C: 1.4901 2.4728 3.2623
N: 0.3396 2.9700 2.5562
C: -0.9596 2.7018 3.1705
C: -1.9207 3.7358 2.5658
C: -1.0294 4.8099 1.9036
C: 0.4218 4.3641 2.1598
C: 2.6190 0.2977 4.0773
H: 3.8247 -1.4186 3.3750
H: 2.1913 -1.8175 3.9518
H: 2.9351 -1.1319 1.2190
H: 1.3631 -1.6802 1.8168
H: 0.8725 0.5635 1.3041
H: 0.5325 0.6115 3.6652
H: 2.3985 2.8541 2.7775
H: 1.5008 2.8030 4.3210
H: -0.9221 2.8169 4.2740
H: -1.2698 1.6668 2.9703
H: -2.5447 4.1703 3.3479
H: -2.5646 3.2539 1.8257
H: -1.2092 4.8651 0.8283
H: -1.1985 5.7922 2.3480
H: 1.0670 4.4571 1.2778
H: 0.8690 4.9872 2.9590
H: 3.5498 0.8790 4.0209
H: 2.3217 0.2227 5.1308

- Lowest unoccupied orbital energy: -1.65 eV
- E: -39737.5315 eV
- SMILES string: CC(C)(C)C1=CC(=CC(F)(F)F)C=C(C(C)(C)C)C1=O.C1CN[C@H](CN2CCCC2)C1
- 2S+1: 1

No. 3
A 2-piece molecular cluster, C4H9ClO overall in a non-equilibrium geometry, computed with wB97M-V/def2-TZVPD.

Positions of all 15 atoms, in Å:
C: -0.9956 -1.0666 -1.1353
C: -0.1029 -0.9941 1.3123
C: 1.3141 1.7820 -0.0846
C: -0.7615 -0.3266 0.1365
O: 0.8386 0.5973 -0.6607
Cl: -1.8095 0.9752 0.4113
H: -1.3900 -2.0621 -0.9646
H: -1.6790 -0.6450 -1.8163
H: 0.0158 -1.1018 -1.7117
H: -0.5964 -1.8957 1.5830
H: 0.0072 -0.2274 2.0577
H: 0.8308 -1.4281 1.0480
H: 0.6597 2.2036 0.6115
H: 1.2355 2.5747 -1.0470
H: 2.4331 1.6148 0.2600

- Lowest unoccupied orbital energy (spin up / spin down): 0.83 / -1.90 eV
- E: -18858.1754 eV
- 2S+1: 3
- Energy above the lowest of the compared OMol25 structures with the same formula, charge and spin: 0.0 kcal/mol

No. 4
A 2-piece molecular cluster, CHCl3O2PS overall in a non-equilibrium geometry, computed with wB97M-V/def2-TZVPD.

Positions of all 9 atoms, in Å:
C: 2.5127 1.2682 -2.2270
O: -0.7823 -2.0436 1.5869
O: -0.2834 0.3857 1.0513
P: -1.3496 -0.7668 0.9718
S: -3.2290 -0.1117 1.2440
Cl: 0.7782 1.2522 -2.4820
Cl: -1.0565 -1.1390 -1.0719
Cl: 3.0134 1.3581 -0.6437
H: 0.3965 -0.2031 1.5706

- Lowest unoccupied orbital energy: 1.57 eV
- Charge: -1
- E: -62841.6076 eV
- 2S+1: 1
- Energy above the lowest of the compared OMol25 structures with the same formula, charge and spin: 20.2 kcal/mol

No. 5
An isolated ion of composition C4H9N4O and charge +1 in a non-equilibrium geometry, computed with wB97M-V/def2-TZVPD.

Positions of all 18 atoms, in Å:
C: -1.4873 0.2509 1.2266
C: -2.1144 -0.9615 1.0160
C: 0.5443 -1.3887 -0.3701
C: 1.2634 1.8339 -1.2579
N: -1.1019 -2.1410 1.1732
N: -0.0690 -2.2347 0.6228
N: 0.0618 -0.0681 -0.4759
N: 0.9789 0.9313 -0.1153
O: -1.0344 1.2271 1.6652
H: -2.8931 -1.1931 1.7515
H: -2.5021 -1.0566 -0.0006
H: 1.6330 -1.4568 -0.2095
H: 0.3217 -1.9448 -1.2952
H: 1.6305 1.2425 -2.0965
H: 0.3357 2.3196 -1.5549
H: 1.9989 2.5845 -0.9784
H: 1.8769 0.5452 0.2429
H: 0.5571 1.5104 0.6562

- Lowest unoccupied orbital energy (spin up / spin down): -4.38 / -4.38 eV
- Charge: +1
- E: -12289.9639 eV
- 2S+1: 1
- Energy above the lowest of the compared OMol25 structures with the same formula, charge and spin: 130.5 kcal/mol

No. 6
A single C21H26F3N5O2 molecule in a non-equilibrium geometry, computed with wB97M-V/def2-TZVPD.

Positions of all 57 atoms, in Å:
C: 4.4969 -2.5860 -5.5096
C: 4.1967 -2.3802 -4.0575
C: 3.4906 -1.2600 -3.6375
C: 3.1963 -1.0612 -2.3010
C: 3.6045 -1.9822 -1.3457
C: 3.2857 -1.8232 0.1303
C: 2.0967 -2.7139 0.5278
C: 0.8317 -2.2498 -0.1994
C: -0.3993 -2.9561 0.3811
F: -0.2175 -4.2895 0.3889
F: -1.5129 -2.7367 -0.3182
F: -0.6431 -2.5983 1.6450
N: 0.7013 -0.8307 -0.0337
N: -0.4549 -0.1780 -0.2127
C: -0.1743 1.1018 -0.0054
C: -1.2181 2.1427 -0.0937
O: -0.9998 3.3263 0.0964
N: -2.4327 1.6386 -0.4010
C: -3.6260 2.4412 -0.4296
C: -4.6048 2.1202 0.7209
N: -4.1636 2.3750 2.0712
C: -3.6812 3.7213 2.3269
C: -3.6105 3.9162 3.8431
O: -2.7685 2.9641 4.4513
C: -3.1996 1.6566 4.1561
C: -3.2397 1.4138 2.6454
C: 1.1853 1.2825 0.3084
C: 1.7208 0.0107 0.2790
N: 2.9751 -0.4717 0.5482
C: 4.3148 -3.1018 -1.7615
C: 4.6048 -3.2983 -3.0983
H: 4.9090 -1.6788 -5.9474
H: 5.2052 -3.3981 -5.6507
H: 3.5822 -2.8292 -6.0501
H: 3.1661 -0.5311 -4.3657
H: 2.6485 -0.1759 -2.0124
H: 4.1595 -2.1453 0.7103
H: 1.9394 -2.6269 1.6053
H: 2.3042 -3.7542 0.2804
H: 0.8720 -2.5121 -1.2689
H: -2.5055 0.6358 -0.4892
H: -4.1497 2.2844 -1.3790
H: -3.3029 3.4828 -0.3719
H: -4.8873 1.0649 0.6638
H: -5.5052 2.7226 0.5565
H: -4.3849 4.4391 1.9000
H: -2.6814 3.8933 1.8972
H: -3.1924 4.8936 4.0893
H: -4.6252 3.8329 4.2633
H: -2.4892 0.9833 4.6390
H: -4.2054 1.4932 4.5732
H: -3.5960 0.4015 2.4443
H: -2.2175 1.5203 2.2514
H: 1.6762 2.2067 0.5245
H: 3.7188 0.2025 0.4497
H: 4.6473 -3.8236 -1.0290
H: 5.1594 -4.1751 -3.3992

- Lowest unoccupied orbital energy: 0.55 eV
- E: -41897.9206 eV
- SMILES string: Cc1ccc([C@@H]2C[C@@H](C(F)(F)F)n3nc(C(=O)NCCN4CCOCC4)cc3N2)cc1
- 2S+1: 1
- Energy above the lowest of the compared OMol25 structures with the same formula, charge and spin: 24.4 kcal/mol

Which of these has the lowest E? CHCl3O2PS